[1]
Computed, not measured: a 5-piece molecular cluster, C38H54N2O14 overall at a distorted geometry, with the ωB97M-V functional and the def2-TZVPD basis.

The LUMO energy comes out at -0.05487 Ha. Its largest force on an atom is 0.2328 hartree/bohr. The calculation puts the HOMO energy at -8.9 eV. The orbital gap is 7.4 eV. Its total charge is 0.

Cartesian coordinates (Å):
C  -3.51  -0.45  -3.87
H  -11.30  2.57  -3.32
H  -4.41  -0.32  -1.36
O  2.91  5.33  7.07
H  12.50  2.77  4.47
C  -2.74  -1.31  -2.70
H  -3.23  0.71  2.96
C  1.89  -2.43  -3.98
C  2.00  0.48  3.75
C  0.12  -3.78  -3.22
H  2.42  -2.16  -4.89
O  -8.20  2.92  -2.30
C  10.95  1.70  5.55
H  0.34  -9.37  -3.98
C  3.59  0.82  4.08
H  10.98  2.57  3.56
C  -9.52  3.45  -2.41
C  9.87  3.75  5.89
C  2.73  3.03  5.77
H  10.86  0.70  5.12
H  -1.48  -0.44  -5.03
H  0.70  -8.89  -1.72
H  1.76  -0.43  3.03
C  -0.54  -8.94  -3.49
O  6.42  2.39  5.14
O  -4.63  2.91  -5.19
C  0.26  -6.96  -2.55
C  1.15  2.70  5.47
C  -5.61  1.80  -5.34
C  -0.14  -8.35  -2.16
O  -0.39  -2.46  -3.42
H  -1.16  0.17  4.82
H  -0.87  1.58  1.81
H  -2.49  0.87  0.12
H  9.46  2.01  7.08
H  -2.08  -7.52  -4.06
C  3.48  4.19  6.65
C  -3.74  -1.30  -1.37
C  4.88  -1.26  4.11
H  7.69  6.33  6.90
H  -3.48  2.05  -6.89
H  -1.81  -1.74  -0.04
H  -1.21  1.94  -5.26
C  -3.35  2.59  -5.85
C  0.82  1.42  4.46
C  1.38  -3.85  -4.04
C  -1.02  -7.74  -4.25
H  -6.61  2.16  -5.83
C  -2.32  1.70  -4.89
H  -3.07  -0.19  -6.12
H  -1.37  2.03  4.27
C  0.63  -1.65  -3.82
H  -10.07  0.66  -2.44
H  -4.40  -1.12  -4.30
H  8.81  1.97  5.41
O  -0.23  -6.65  -3.78
H  -4.19  0.34  0.78
O  4.75  0.10  3.52
H  -1.68  -0.83  -2.48
N  4.89  -2.57  4.20
C  -2.50  0.03  2.35
H  2.09  -4.59  -3.68
C  -9.56  1.24  -3.22
H  -2.63  -2.43  -3.04
H  6.19  5.00  5.48
C  -2.94  -1.44  0.06
H  -2.77  3.60  -6.06
H  -1.29  -9.73  -3.40
C  -0.76  1.02  4.11
H  0.34  3.38  5.96
H  -9.47  4.50  -2.72
C  6.02  4.73  6.63
C  -2.54  0.07  -5.09
H  -0.88  -7.86  -5.33
H  11.66  1.65  6.38
C  -0.96  0.63  2.50
H  -0.62  -4.51  -3.55
C  -10.21  2.59  -3.43
H  -4.47  -2.23  -1.49
C  -8.20  1.63  -2.72
H  -9.98  2.95  -4.44
O  7.15  6.26  7.75
O  10.92  3.98  5.05
H  -10.00  3.40  -1.43
O  -7.23  0.88  -2.67
H  -3.54  -2.18  0.75
H  -2.42  2.04  -3.76
O  5.89  5.94  7.45
O  0.52  -0.44  -3.99
O  9.19  4.62  6.40
H  2.53  -2.27  -3.10
C  -3.04  0.07  0.78
C  3.88  2.08  5.08
H  -5.89  1.46  -4.23
H  -2.56  -1.09  2.73
C  11.41  2.74  4.55
N  4.92  3.71  6.82
C  9.65  2.27  6.04
H  -0.98  -8.30  -1.46
H  -5.16  0.88  -5.90
H  -4.03  0.50  -3.37
H  -0.22  -0.22  2.14
H  -9.50  0.68  -4.15
H  7.03  4.21  6.97
C  5.25  2.75  5.67
H  1.13  -4.10  -5.08
O  0.91  -6.19  -1.85
H  0.31  -3.92  -2.15

[2]
Computed, not measured: a single C6H12INS molecule at a distorted geometry, with the ωB97M-V functional and the def2-TZVPD basis.

The LUMO energy comes out at -0.00064 Ha. Its largest force on an atom is 0.0476 hartree/bohr. The calculation puts the HOMO energy at -8.2 eV. As for the energy above the lowest of the compared OMol25 structures with the same formula, charge and spin: 11.9 kcal/mol. The orbital gap is 8.2 eV. Its total charge is 0.

Cartesian coordinates (Å):
H  0.44  0.78  1.85
H  2.01  -1.83  0.38
H  0.26  2.81  -0.97
H  -1.33  2.37  -0.54
H  0.02  -3.40  -0.54
H  -0.79  1.76  -2.12
H  -0.87  1.88  1.60
S  1.68  0.42  -0.57
H  -1.14  -2.33  -1.32
C  1.40  -0.99  0.55
H  1.67  -0.63  1.53
C  0.08  1.56  1.26
C  -0.12  -2.39  -0.87
C  0.02  1.00  -0.22
N  -0.80  -0.17  -0.25
H  -0.64  -1.85  1.12
H  0.83  2.34  1.38
I  -2.81  0.10  0.03
C  -0.11  -1.43  0.27
C  -0.50  2.09  -1.13
H  0.69  -2.08  -1.45

[3]
Computed, not measured: C6H12HgO10 as an isolated structure at a distorted geometry, with the ωB97M-V functional and the def2-TZVPD basis.

The LUMO energy comes out at 0.19339 Ha. Its largest force on an atom is 0.2681 hartree/bohr. The calculation puts the HOMO energy at 2.2 eV. As for the energy above the lowest of the compared OMol25 structures with the same formula, charge and spin: 431.1 kcal/mol. The orbital gap is 3.1 eV. Its total charge is -2.

Cartesian coordinates (Å):
O  -5.72  4.54  16.58
Hg  -4.92  5.45  18.17
H  -4.76  7.67  16.80
O  -5.74  3.72  18.39
O  -3.48  6.62  18.68
H  -6.84  8.25  16.85
C  -2.68  5.71  18.50
O  -3.29  4.65  18.35
C  -5.63  3.39  19.75
H  -4.73  4.38  21.55
H  -4.22  6.21  20.69
O  -3.87  3.73  15.95
H  -8.45  6.58  18.12
C  -4.64  4.38  20.46
O  -5.23  7.20  17.49
H  -3.64  4.18  20.08
C  -7.39  6.72  18.33
O  -4.77  5.72  20.06
H  -6.71  6.61  16.21
H  -7.62  4.93  18.90
C  -6.58  7.23  17.10
O  -1.59  5.78  17.95
H  -5.37  2.36  20.00
H  -5.98  2.86  18.02
H  -6.63  3.47  20.17
O  -6.85  5.46  18.73
C  -4.57  4.68  16.17
H  -7.22  7.35  19.21
O  -3.97  5.73  16.36

[4]
Computed, not measured: C30H44MnNO2P2 as an isolated structure at a distorted geometry, with the ωB97M-V functional and the def2-TZVPD basis.

The LUMO energy (alpha / beta) comes out at -0.08989 / -0.10088 Ha. Its largest force on an atom is 0.0519 hartree/bohr. The calculation puts the HOMO energy (alpha / beta) at -9.3 / -9.3 eV. As for the energy above the lowest of the compared OMol25 structures with the same formula, charge and spin: 29.4 kcal/mol. As for the spin multiplicity: 6. The orbital gap (alpha / beta) is 6.8 / 6.6 eV. Its total charge is +1.

Cartesian coordinates (Å):
H  -2.10  -1.94  -3.02
C  -3.42  0.22  -1.25
C  3.10  -1.30  1.67
H  1.94  -1.78  -6.46
C  0.25  -1.78  2.80
H  -1.19  1.63  4.87
H  1.89  -1.86  4.18
Mn  0.14  -0.39  0.02
H  -1.06  -3.27  -3.56
H  -3.82  -0.42  -2.03
C  -4.65  1.60  1.70
C  2.59  -2.58  2.25
H  -0.54  -1.78  3.56
C  -3.96  -0.18  0.12
H  2.18  -2.94  -1.46
C  -2.26  1.16  1.52
H  -3.69  1.25  -1.47
H  3.44  -3.12  2.69
C  -3.61  0.87  1.15
H  2.73  2.39  -2.24
H  1.36  3.01  2.44
N  2.49  -0.79  0.60
P  0.52  1.36  -1.91
C  1.91  0.18  -5.59
H  4.74  -1.19  3.05
H  -2.32  0.14  -1.25
H  0.49  2.14  4.77
H  1.82  3.17  -0.94
H  2.33  0.66  -6.46
H  4.77  1.53  -0.24
H  -5.66  1.38  1.40
C  -0.67  2.58  3.00
C  1.74  2.75  -1.94
C  1.18  -3.31  -1.67
C  4.30  0.76  0.35
H  -1.88  -3.36  -1.98
H  -0.05  0.71  3.90
H  0.72  1.57  1.64
C  -4.42  2.61  2.62
H  -3.83  -1.85  1.49
H  -2.36  -1.60  0.52
C  1.15  -1.79  -4.47
C  -2.04  2.21  2.46
C  4.88  0.32  1.53
C  3.12  0.18  -0.07
C  0.81  -1.05  -3.35
H  5.79  0.75  1.90
P  0.04  -1.88  -1.89
H  -1.65  1.49  -3.00
H  -3.81  -2.31  -0.21
C  0.47  2.59  1.99
H  1.76  2.00  -4.49
C  1.03  0.33  -3.35
H  0.98  -2.86  -4.49
H  0.84  -3.90  -0.82
H  -1.37  2.88  -1.94
C  -3.46  -1.58  0.51
H  0.20  3.19  1.12
H  -5.05  -0.23  0.05
H  1.27  -3.45  3.70
C  1.51  -2.45  3.34
O  -1.28  0.49  1.01
C  -0.91  2.22  -2.68
H  -0.76  3.61  3.37
C  1.58  0.93  -4.48
C  -3.11  2.90  2.98
H  2.19  -3.18  1.43
C  -0.33  1.71  4.21
H  2.68  0.45  -1.02
H  -5.24  3.15  3.05
H  -2.92  3.70  3.69
C  -1.39  -2.70  -2.70
H  -0.41  -3.29  1.77
C  1.69  -1.19  -5.59
C  4.28  -0.75  2.17
O  -0.20  -2.37  1.59
H  1.20  -3.95  -2.55
H  0.48  -0.73  2.53
H  1.42  3.54  -2.62
H  -0.58  2.81  -3.53

[5]
Computed, not measured: a single C5H8OS2 molecule at a distorted geometry, with the ωB97M-V functional and the def2-TZVPD basis.

The LUMO energy comes out at 0.02922 Ha. Its largest force on an atom is 0.0280 hartree/bohr. The calculation puts the HOMO energy at -8.5 eV. As for the energy above the lowest of the compared OMol25 structures with the same formula, charge and spin: 79.0 kcal/mol. The orbital gap is 9.3 eV. Its total charge is 0.

Cartesian coordinates (Å):
C  -2.86  0.30  -0.20
H  -3.46  0.43  -1.12
C  -0.37  0.43  0.55
C  -0.55  -0.81  -0.34
H  0.93  -1.05  1.33
H  2.75  0.47  0.88
H  3.82  -0.18  -0.45
S  -1.50  1.60  -0.23
C  2.85  0.26  -0.19
H  -3.51  0.41  0.67
O  1.78  -0.58  -0.59
C  0.74  -0.69  0.33
H  2.76  1.24  -0.67
H  -0.39  -0.59  -1.40
S  -2.22  -1.43  -0.15
H  -0.76  0.20  1.57

[6]
Computed, not measured: a 4-piece molecular cluster, C12H30I2NO9S3 overall at a distorted geometry, with the ωB97M-V functional and the def2-TZVPD basis.

The LUMO energy comes out at 0.07160 Ha. Its largest force on an atom is 0.0675 hartree/bohr. The calculation puts the HOMO energy at -2.9 eV. As for the energy above the lowest of the compared OMol25 structures with the same formula, charge and spin: 24.8 kcal/mol. The orbital gap is 4.9 eV. Its total charge is -1.

Cartesian coordinates (Å):
O  1.80  -3.62  -1.62
C  0.87  -5.91  -2.47
C  0.87  -4.45  2.04
H  0.37  5.65  -1.10
O  -0.47  -4.36  -0.86
O  0.47  0.32  -4.05
S  -0.35  1.67  -4.33
H  0.33  -6.78  -2.08
H  -0.10  3.98  -0.80
C  -2.33  -0.50  3.48
H  -2.18  -0.70  1.25
I  -0.23  -0.36  5.82
O  -1.75  1.41  -4.18
N  -0.47  -2.03  3.24
H  0.23  -5.31  2.26
H  -2.82  -1.48  3.65
H  -0.54  2.64  -6.45
C  1.60  4.64  0.36
H  -0.77  -2.62  4.03
O  0.91  5.21  1.48
C  2.01  -4.86  1.13
H  1.08  1.95  -6.18
O  0.34  3.08  2.60
H  0.46  5.34  4.20
H  -0.30  0.87  -6.55
H  0.25  -3.69  1.58
H  -1.35  0.11  -1.95
C  -2.68  -0.07  2.01
H  0.36  -5.51  -3.34
C  -0.77  -0.70  3.69
S  -0.24  4.32  2.19
C  0.01  1.79  -6.06
H  2.63  -4.00  0.86
C  0.68  -0.08  -2.68
O  0.30  2.76  -3.64
H  -0.70  6.36  3.28
C  -0.46  5.35  3.61
H  -2.50  1.02  1.84
H  -0.99  -1.45  -2.67
C  0.76  4.64  -0.90
H  1.90  -6.17  -2.72
H  2.49  5.25  0.20
H  -1.28  4.94  4.19
H  1.25  -4.05  2.98
H  -0.36  -1.05  -1.06
H  1.95  3.63  0.60
I  -3.29  0.88  4.91
C  -0.57  -0.65  -2.05
H  1.34  4.31  -1.76
H  1.45  -0.85  -2.70
H  -0.16  0.04  3.12
H  1.07  0.76  -2.10
H  -3.78  -0.24  1.88
O  1.55  -5.54  -0.06
S  0.88  -4.66  -1.22
O  -1.43  4.38  1.40
H  2.66  -5.57  1.65